Molecular formula: C6H4BrFINO2
Method: DFT, ωB97M-V with the def2-TZVPD basis set

For the HOMO-LUMO gap, the calculation gives 8.38 eV. The lowest unoccupied orbital energy comes out at -1.320 eV. The total energy comes out at -92727.1302 eV. As for the multiplicity: 1. Its energy above the lowest of the compared OMol25 structures with the same formula, charge and spin is 24.0 kJ/mol. The SMILES is C=C(Br)/C=C(F)\C=C(\I)[N+](=O)[O-].

Atoms and positions in Å:
C  0.620  0.842  -1.446
C  1.446  0.772  -0.414
Br  2.482  2.318  0.080
C  1.608  -0.325  0.529
C  0.603  -0.724  1.312
F  0.816  -1.617  2.287
C  -0.695  -0.046  1.310
C  -1.526  -0.036  0.266
I  -3.129  1.282  0.065
N  -1.528  -1.077  -0.745
O  -0.770  -2.003  -0.569
O  -2.316  -0.976  -1.650
H  0.529  1.743  -2.030
H  0.149  -0.035  -1.848
H  2.601  -0.720  0.697
H  -0.888  0.603  2.156


Molecular formula: C4H9NO2
Method: DFT, ωB97M-V with the def2-TZVPD basis set

For the HOMO-LUMO gap (alpha / beta), the calculation gives 6.99 / 6.99 eV. The lowest unoccupied orbital energy (alpha / beta) comes out at -0.169 / -0.170 eV. The total energy comes out at -9875.9216 eV. As for the multiplicity: 1. Its energy above the lowest of the compared OMol25 structures with the same formula, charge and spin is 399.4 kJ/mol.

Atoms and positions in Å:
C  -0.295  -1.006  -1.799
C  -0.071  -1.338  -0.369
O  1.079  -1.725  0.106
C  0.649  1.093  0.026
C  -0.419  0.883  0.942
O  -1.474  0.248  0.656
N  -0.261  1.278  2.259
H  0.597  -0.601  -2.280
H  -1.124  -0.303  -1.875
H  -0.588  -1.950  -2.289
H  -0.898  -1.766  0.185
H  1.750  -1.112  -0.257
H  1.518  1.640  0.396
H  0.337  1.384  -0.976
H  -1.094  1.176  2.822
H  0.293  2.099  2.452


Molecular formula: C3H5N2O3
Method: DFT, ωB97M-V with the def2-TZVPD basis set

For the HOMO-LUMO gap, the calculation gives 3.02 eV. The lowest unoccupied orbital energy comes out at 0.431 eV. The total energy comes out at -12309.7668 eV. As for the multiplicity: 1. Its energy above the lowest of the compared OMol25 structures with the same formula, charge and spin is 765.8 kJ/mol. The charge is -1.

Atoms and positions in Å:
O  5.158  -5.027  -2.335
C  4.088  -5.561  -1.991
N  3.937  -6.442  -0.981
C  -10.099  18.200  8.261
O  -9.981  19.340  8.649
O  -9.940  17.035  8.281
C  2.841  -5.178  -2.882
N  1.191  -5.158  -3.479
H  3.941  -7.275  -1.405
H  2.923  -4.098  -2.692
H  3.332  -5.289  -3.898
H  1.976  -5.873  -2.689
H  0.632  -4.673  -2.838


Copy entry 1 word for word.
Molecular formula: C6H4BrFINO2
Method: DFT, ωB97M-V with the def2-TZVPD basis set

For the HOMO-LUMO gap, the calculation gives 8.38 eV. The lowest unoccupied orbital energy comes out at -1.320 eV. The total energy comes out at -92727.1302 eV. As for the multiplicity: 1. Its energy above the lowest of the compared OMol25 structures with the same formula, charge and spin is 24.0 kJ/mol. The SMILES is C=C(Br)/C=C(F)\C=C(\I)[N+](=O)[O-].

Atoms and positions in Å:
C  0.620  0.842  -1.446
C  1.446  0.772  -0.414
Br  2.482  2.318  0.080
C  1.608  -0.325  0.529
C  0.603  -0.724  1.312
F  0.816  -1.617  2.287
C  -0.695  -0.046  1.310
C  -1.526  -0.036  0.266
I  -3.129  1.282  0.065
N  -1.528  -1.077  -0.745
O  -0.770  -2.003  -0.569
O  -2.316  -0.976  -1.650
H  0.529  1.743  -2.030
H  0.149  -0.035  -1.848
H  2.601  -0.720  0.697
H  -0.888  0.603  2.156


Question: multiplicity of number 1 (C6H4BrFINO2)?
Answer: 1


Question: What is the multiplicity in the first record?
Answer: 1


Question: multiplicity of number 1 (C6H4BrFINO2)?
Answer: 1